No. 1
Formula: C6H15BCsF4NO2
Source: the OMol25 dataset
Level of theory: ωB97M-V/def2-TZVPD

CARTESIAN COORDINATES (ANGSTROEM)
Cs1 -1.653847 2.787948 -0.206902
B1 0.390393 5.387528 -1.273862
F1 -0.372697 5.952508 -0.264512
F2 0.522763 6.372878 -2.203262
F3 1.632233 4.877868 -0.874992
F4 -0.231747 4.472738 -2.049662
C1 1.382583 1.734118 -2.303832
O1 0.762993 1.256888 -1.102212
C2 1.566263 0.297648 -0.369302
C3 0.679013 -0.100302 0.862958
N1 -0.610637 -0.754632 0.452138
C4 -1.228037 -1.323882 1.585558
C5 -0.886777 -2.816162 1.664198
O2 -1.695147 -3.475862 0.770558
C6 -1.554407 -4.866312 0.833988
H1 2.112993 2.494518 -2.027422
H2 0.703443 2.124558 -3.061732
H3 1.913363 0.900818 -2.764242
H4 2.510713 0.736978 -0.048212
H5 1.782943 -0.546452 -1.024002
H6 0.403533 0.835058 1.350108
H7 1.271473 -0.813252 1.436358
H8 -0.618587 -1.504852 -0.224032
H9 -2.293277 -1.096282 1.625248
H10 -0.891867 -0.904922 2.534008
H11 -1.033087 -2.995722 2.729308
H12 0.136633 -3.136572 1.469118
H13 -1.703397 -5.326222 1.810918
H14 -0.630017 -5.270432 0.421318
H15 -2.367797 -5.300192 0.252398

Cartesian forces, eV/Å:
Cs 0.24 0.13 -0.13
B 1.54 2.16 -0.86
F -0.60 -1.04 1.40
F 1.29 2.48 -1.02
F -0.14 -0.23 0.78
F -2.27 -3.75 -0.23
C 1.01 -0.42 0.38
O 0.08 -0.29 -0.09
C -1.92 0.67 0.20
C 0.15 -0.94 -2.93
N 0.65 2.19 -0.32
C 0.39 -0.84 1.16
C -0.43 1.14 1.41
O -0.79 -0.84 -0.15
C -0.91 -1.17 -0.56
H -0.05 0.21 -0.22
H -0.41 0.06 0.60
H 0.11 -0.13 -0.16
H 0.04 0.15 0.11
H -0.03 -0.25 0.03
H 0.28 -0.29 0.53
H 0.09 0.33 0.65
H 0.91 0.39 -0.57
H -0.35 -0.76 -0.24
H 0.47 0.41 -0.10
H -0.57 -1.19 0.22
H 0.60 0.78 -0.08
H 0.19 0.52 0.52
H 0.38 0.37 -0.05
H 0.04 0.14 -0.29

- 2S+1 = 1
- relative energy (zero: lowest compared OMol25 entry of this formula, charge and spin) (kJ/mol) = 180.9
- total energy (eV) = -24149.501
- orbital gap (Eh) = 0.331
- LUMO level (eV) = -0.4
- HOMO level (eV) = -9.46

Here are the Mulliken charges for atoms 1 to 6, given in e:
1. Cs 1.067
2. B 0.510
3. F -0.375
4. F -0.389
5. F -0.394
6. F -0.383



No. 2
Formula: C6H15BN3
Source: the OMol25 dataset
Level of theory: ωB97M-V/def2-TZVPD

CARTESIAN COORDINATES (ANGSTROEM)
C1 -1.448348 -2.573487 -0.825365
N1 -0.649910 -1.696574 -1.680125
B1 -0.262696 -0.368634 -1.447574
C2 -0.401993 0.189724 0.047159
N2 -0.105329 1.739699 0.140128
C3 -0.764755 2.712074 -0.705610
C4 1.250176 1.836461 0.213914
C5 1.888008 0.692057 0.477515
N3 0.794763 -0.332229 0.767945
C6 0.715802 -0.644761 2.217991
H1 -0.754673 -3.359663 -0.580971
H2 -1.720473 -2.020744 0.021468
H3 -2.401935 -2.923952 -1.110503
H4 -0.378784 -2.211695 -2.479338
H5 0.471370 0.197404 -2.051950
H6 -1.366360 -0.028902 0.584023
H7 -0.489049 2.474809 -1.759752
H8 -1.836885 2.805003 -0.583238
H9 -0.415010 3.687607 -0.387400
H10 1.743462 2.800007 0.086304
H11 2.882598 0.398746 0.765281
H12 0.971304 -1.250366 0.352654
H13 1.504864 -0.079572 2.691734
H14 -0.203332 -0.326139 2.853367
H15 0.977186 -1.716872 2.392341

Cartesian forces, eV/Å:
C 1.67 0.57 0.33
N -0.92 1.12 0.17
B -1.05 -2.29 1.52
C -1.24 2.86 0.34
N -0.44 -2.08 0.53
C 0.17 -0.18 -0.95
C 0.60 -0.10 0.16
C -0.78 -0.69 0.23
N 0.07 -0.55 -0.05
C -0.52 -0.09 2.64
H -0.37 -0.79 0.51
H 0.02 0.63 1.69
H -0.76 -0.54 -1.53
H 0.46 0.06 -1.17
H 1.25 1.05 -1.92
H 1.19 0.24 -0.26
H -0.49 0.69 0.46
H -0.23 -0.66 0.10
H 0.37 0.17 -0.30
H -0.19 -0.29 -0.03
H 0.01 0.26 -0.10
H 0.39 0.34 -0.31
H 0.33 0.12 0.09
H 1.08 -0.66 -1.92
H -0.60 0.82 -0.24

- charge = +1
- 2S+1 = 1
- relative energy (zero: lowest compared OMol25 entry of this formula, charge and spin) (kJ/mol) = 121.7
- total energy (eV) = -11604.258
- orbital gap (Eh) = 0.354
- LUMO level (eV) = -2.7
- HOMO level (eV) = -12.30

Here are the Mulliken charges for atoms 1 to 6, given in e:
1. C -0.760
2. N -0.364
3. B 0.615
4. C -0.709
5. N -0.064
6. C -0.942



No. 3
Formula: C6H15BS3
Source: the OMol25 dataset
Level of theory: ωB97M-V/def2-TZVPD

CARTESIAN COORDINATES (ANGSTROEM)
C1 -2.394536 0.336817 2.208697
C2 -1.651322 -0.548486 1.171500
S1 -2.626252 -2.218012 1.253632
B1 -1.282754 -0.015028 -0.288115
S2 -2.476544 0.042795 -1.726849
C3 0.393633 0.395949 -0.169882
C4 0.649064 1.855817 -0.618819
C5 1.229633 -0.489105 -1.092555
C6 2.656345 -0.466634 -0.617393
S3 0.588193 -2.323556 -1.059288
H1 -1.721619 1.096469 2.525632
H2 -2.627448 -0.386416 3.104557
H3 -3.397448 0.491010 1.799946
H4 -0.627088 -0.898671 1.533063
H5 -1.618825 -3.193101 1.535616
H6 -3.441668 -0.525695 -0.980808
H7 0.689642 0.153124 0.836606
H8 0.336667 2.464898 0.223968
H9 0.263465 1.801760 -1.644603
H10 1.702991 1.986432 -0.727912
H11 1.077548 -0.222926 -2.206940
H12 3.308191 -1.056556 -1.190590
H13 2.968345 0.616863 -0.926422
H14 2.704218 -0.969325 0.379291
H15 -0.343657 -2.154990 -2.001034

Cartesian forces, eV/Å:
C -0.35 -3.64 0.67
C 0.46 -2.40 0.83
S 1.21 -0.50 -0.18
B 1.28 -0.07 0.52
S 1.15 0.13 1.36
C -2.12 -0.09 -2.42
C 0.15 -2.07 0.59
C -1.36 -1.60 -1.37
C -0.17 1.34 -0.80
S 0.59 1.04 0.16
H -0.25 1.33 0.16
H 0.71 1.59 -1.40
H 0.30 1.14 0.16
H -1.63 0.56 0.07
H -1.06 1.61 -0.52
H -0.02 -0.01 -0.20
H 0.19 0.32 0.42
H -0.70 0.88 -0.87
H -0.59 1.44 0.46
H 0.80 0.41 0.05
H 0.49 -0.14 1.79
H 0.69 -1.00 -1.20
H 0.09 -1.79 1.93
H 0.21 1.53 -0.21
H -0.10 0.01 -0.01

- 2S+1 = 1
- relative energy (zero: lowest compared OMol25 entry of this formula, charge and spin) (kJ/mol) = 0.0
- total energy (eV) = -39645.960
- orbital gap (Eh) = 0.334
- LUMO level (eV) = 0.4
- HOMO level (eV) = -8.72

Here are the Mulliken charges for atoms 1 to 6, given in e:
1. C -1.215
2. C 0.045
3. S -0.178
4. B 0.163
5. S -0.288
6. C -0.048



No. 4
Formula: C6H15CdClINO2
Source: the OMol25 dataset
Level of theory: ωB97M-V/def2-TZVPD

CARTESIAN COORDINATES (ANGSTROEM)
Cd1 4.628749 -6.924311 -27.645846
Cl1 4.196564 -4.607668 -28.211798
I1 2.847462 -8.541393 -26.638806
C1 3.685032 -7.069835 -30.846460
O1 4.485277 -7.709057 -29.861674
C2 5.765976 -8.101749 -30.300834
C3 6.584660 -8.609453 -29.124688
N1 6.637493 -7.619336 -28.003113
C4 7.091221 -8.241382 -26.733175
C5 6.916548 -7.298564 -25.528056
O2 5.748461 -6.528228 -25.687184
C6 5.671340 -5.391996 -24.827337
H1 4.169152 -6.153172 -31.192631
H2 2.758290 -6.790576 -30.353726
H3 3.489984 -7.755710 -31.673668
H4 6.282896 -7.258536 -30.779904
H5 5.678339 -8.907543 -31.038471
H6 7.600910 -8.789522 -29.490516
H7 6.228203 -9.567989 -28.747961
H8 7.404639 -7.031263 -28.314748
H9 8.128016 -8.582686 -26.797247
H10 6.490162 -9.140039 -26.578156
H11 7.793886 -6.647456 -25.433860
H12 6.817899 -7.909597 -24.624872
H13 6.183089 -4.542416 -25.280081
H14 6.100634 -5.629913 -23.851851
H15 4.617274 -5.164648 -24.697021

Cartesian forces, eV/Å:
Cd -1.68 1.37 -0.15
Cl 0.14 0.06 -0.07
I -0.48 -0.65 0.32
C 0.02 0.16 0.07
O 0.28 -0.34 -0.17
C -0.02 0.02 -0.07
C 0.25 -0.16 0.15
N 1.99 -1.24 -0.70
C -0.37 -0.25 0.14
C 0.28 -0.14 -0.29
O 0.45 0.08 0.55
C -0.13 -0.13 0.04
H 0.03 -0.06 -0.08
H -0.05 -0.07 -0.03
H 0.00 0.04 -0.03
H -0.08 0.04 0.03
H 0.06 0.03 -0.03
H -0.02 -0.09 -0.03
H -0.35 0.12 0.03
H -0.41 0.77 0.31
H 0.06 0.13 0.04
H -0.17 0.12 -0.04
H -0.07 0.05 0.03
H 0.22 0.04 0.02
H 0.03 0.01 0.02
H 0.03 0.01 -0.02
H -0.02 0.08 -0.09

- 2S+1 = 1
- relative energy (zero: lowest compared OMol25 entry of this formula, charge and spin) (kJ/mol) = 0.0
- total energy (eV) = -37239.346
- orbital gap (Eh) = 0.313
- LUMO level (eV) = 0.3
- HOMO level (eV) = -8.25

Here are the Mulliken charges for atoms 1 to 6, given in e:
1. Cd 0.931
2. Cl -0.646
3. I -0.571
4. C -0.812
5. O -0.271
6. C -0.570



No. 5
Formula: C6H15CeClI2O2PS
Source: the OMol25 dataset
Level of theory: ωB97M-V/def2-TZVPD

CARTESIAN COORDINATES (ANGSTROEM)
I1 1.906021 -4.415118 -1.305812
I2 -0.714175 -4.525060 -0.628622
Ce1 0.587928 -0.429227 0.444015
P1 -0.049152 0.651114 -2.117908
C1 -1.608392 0.843362 -2.972370
C2 0.856048 2.191652 -2.474363
H1 1.876353 -0.738691 -2.736760
H2 0.953235 -0.269769 -4.174942
H3 0.381932 -1.559097 -3.087860
C3 0.866035 -0.578355 -3.128167
H4 1.859699 2.168061 -2.040338
H5 0.952795 2.401336 -3.542883
H6 -1.505712 1.097668 -4.019040
H7 -2.199008 1.614898 -2.501754
H8 0.345152 3.038991 -2.010672
H9 -2.190155 -0.064020 -2.908834
C4 -2.231277 0.052186 0.219300
O1 -3.375733 0.041828 0.300049
Cl1 2.985015 0.254994 -0.114236
C5 -0.085120 -1.258943 4.739104
S1 -0.233285 -0.719860 3.063438
C6 -0.067222 1.086888 3.298134
O2 1.178183 -1.134889 2.350930
H10 -0.999284 -0.876786 5.247713
H11 0.808937 -0.838665 5.220076
H12 -0.089872 -2.363433 4.778241
H13 0.794368 1.317417 3.936342
H14 -0.004267 1.674542 2.362654
H15 -0.999061 1.336980 3.804562

Cartesian forces, eV/Å:
I -0.49 0.26 0.23
I 0.51 0.54 0.01
Ce 2.45 -0.73 -1.84
P 1.41 0.56 -2.80
C -0.93 -0.25 0.88
C 0.26 0.53 1.13
H -0.01 0.22 -0.09
H -0.22 0.25 0.16
H -0.15 0.07 -0.16
C 0.18 -0.82 0.89
H -0.08 -0.13 -0.12
H -0.27 -0.40 -0.06
H 0.53 0.07 -0.28
H -0.20 0.42 0.13
H -0.08 0.02 -0.09
H -0.20 -0.43 -0.07
C -4.13 -0.17 0.57
O 4.13 0.13 -0.44
Cl -2.10 -0.39 0.41
C -0.54 -0.57 1.11
S 1.29 0.55 0.83
C 0.03 -0.37 0.18
O -1.41 0.66 0.30
H 0.41 -0.23 -0.31
H -0.09 -0.05 -0.40
H 0.01 0.46 -0.18
H -0.09 -0.18 -0.16
H -0.11 -0.32 0.17
H -0.12 0.31 0.01

- charge = +3
- 2S+1 = 1
- total energy (eV) = -72306.675
- orbital gap (spin up / spin down) (Eh) = 0.157 / 0.157
- LUMO level (spin up / spin down) (eV) = -13.5 / -13.5
- HOMO level (spin up / spin down) (eV) = -17.80 / -17.80

Here are the Mulliken charges for atoms 1 to 6, given in e:
1. I 0.137
2. I 0.073
3. Ce 1.181
4. P 0.576
5. C -1.151
6. C -1.090



No. 6
Formula: C6H15Cl2N2OP
Source: the OMol25 dataset
Level of theory: ωB97M-V/def2-TZVPD

CARTESIAN COORDINATES (ANGSTROEM)
C1 1.831322 -0.625917 -1.372964
C2 -0.926687 1.416627 0.408792
C3 -1.748218 -0.940028 0.405590
C4 2.094185 0.175708 -0.053826
C5 -1.324670 1.837679 -1.049630
C6 -1.279592 -1.936791 -0.682816
N1 1.072818 0.580748 2.496514
N2 -0.650334 0.019817 0.518436
O1 0.913857 -1.894253 1.463625
P1 0.859518 -0.360520 1.133519
Cl1 -1.576177 3.610507 -1.221835
Cl2 -1.676406 -1.251231 -2.293494
H1 1.765656 -1.601865 -1.107121
H2 0.931420 -0.376598 -1.911397
H3 2.837749 -0.607191 -1.844244
H4 -1.605292 1.634598 1.240195
H5 -0.112249 1.974894 0.704290
H6 -2.048084 -1.660084 1.310513
H7 -2.724449 -0.606024 0.154908
H8 2.044436 1.343064 -0.338749
H9 2.960525 0.127236 0.518972
H10 -2.233725 1.215249 -1.253092
H11 -0.526991 1.441059 -1.812389
H12 -1.730098 -2.871789 -0.511165
H13 -0.114313 -2.005365 -0.760159
H14 1.724665 1.343595 2.535789
H15 1.241133 0.016876 3.321737

Cartesian forces, eV/Å:
C 3.06 1.92 0.97
C -1.31 0.21 -1.06
C 1.00 -2.98 0.69
C -3.96 2.49 -2.23
C 0.07 -1.95 -0.57
C 2.70 1.40 -0.66
N -0.91 -1.28 -0.29
N -3.64 0.58 0.34
O -0.73 4.11 -1.25
P 4.54 -4.75 3.53
Cl 0.08 -1.05 0.24
Cl -0.40 -0.39 -0.17
H -0.37 -3.25 0.77
H 0.23 0.70 -0.47
H -1.11 0.39 -0.85
H -0.88 0.11 -0.54
H 2.53 1.20 0.43
H 1.73 1.84 -0.95
H -0.41 1.47 -0.41
H -0.27 -1.74 0.87
H 1.95 -0.80 0.45
H 0.41 1.23 -0.29
H -1.27 1.15 1.60
H -0.48 -1.16 -0.23
H -2.52 -0.35 0.77
H 0.49 1.15 -0.67
H -0.50 -0.25 0.00

- 2S+1 = 3
- total energy (eV) = -45820.512
- orbital gap (spin up / spin down) (Eh) = 0.104 / 0.217
- LUMO level (spin up / spin down) (eV) = 0.4 / -4.7
- HOMO level (spin up / spin down) (eV) = -2.46 / -10.62
- ⟨S²⟩ = 2.005

Here are the Mulliken charges for atoms 1 to 6, given in e:
1. C -1.406
2. C -1.714
3. C -1.211
4. C -1.140
5. C -0.361
6. C -0.108



> total energy of number 4 (C6H15CdClINO2)?

-37239.346 eV



> What is the total energy in the third record?

-39645.960 eV



> 2S+1 of number 3 (C6H15BS3)?

1